(1)
{"formula": "C6H12O", "method": "ωB97M-V/def2-TZVPD", "lumo_energy_ev": 0.957, "total_energy_ha": -310.9791, "gap_ev": 9.5228, "e_above_lowest_kj_mol": 210.4, "mol_weight_g_mol": 100.2, "charge": 0, "e_homo_ev": -8.57, "smiles": "C/C=C\\C.C=CO", "species": ["C", "C", "O", "C", "C", "C", "C", "H", "H", "H", "H", "H", "H", "H", "H", "H", "H", "H", "H"], "positions_angstrom": [[-1.38881, -1.11239, 2.48053], [-0.82928, -0.28037, 1.60047], [0.40098, 0.19892, 1.89609], [1.20229, -0.34933, -0.78070], [0.24307, -1.38426, -1.24575], [1.12333, 0.96269, -1.00427], [-0.08608, 1.80474, -1.29721], [-0.08026, -2.08646, -0.45560], [-2.45889, -1.21137, 2.54621], [-0.73486, -1.42064, 3.28775], [-1.31504, 0.04726, 0.67876], [0.74286, 0.70256, 1.14877], [2.12244, -0.72979, -0.34028], [-0.62586, -0.94159, -1.73375], [0.81726, -1.86925, -2.04758], [2.05450, 1.50706, -0.88391], [-1.02767, 1.24925, -1.37474], [0.02907, 2.41333, -2.19898], [-0.19004, 2.50137, -0.45382]], "forces_ev_per_a": [[0.2, 0.7, -0.1], [-0.5, -0.3, 0.7], [0.3, 0.1, -0.2], [0.2, 0.4, -0.4], [-0.1, -0.1, 0.0], [0.2, -0.1, 0.1], [-0.1, 0.0, -0.1], [0.3, 0.2, -0.5], [0.0, -0.7, -0.3], [-0.4, 0.0, 0.2], [0.1, 0.2, 0.3], [0.1, -0.2, -0.1], [0.0, 0.0, -0.3], [-0.1, 0.0, 0.2], [-0.4, -0.5, 0.3], [-0.1, 0.3, 0.3], [0.3, 0.0, 0.0], [0.0, -0.1, 0.1], [-0.1, 0.0, -0.2]]}

=====

(2)
{"formula": "C6H12O", "method": "ωB97M-V/def2-TZVPD", "lumo_energy_ev": 0.879, "total_energy_ha": -310.9757, "gap_ev": 9.3059, "e_above_lowest_kj_mol": 219.4, "mol_weight_g_mol": 100.2, "charge": 0, "e_homo_ev": -8.43, "smiles": "C=C(C)/C=C\\C.O", "species": ["C", "C", "C", "C", "C", "C", "H", "H", "H", "H", "H", "H", "H", "H", "H", "H", "H", "H", "O"], "positions_angstrom": [[1.09622, 0.75036, 1.55451], [0.19050, -0.41053, 1.14308], [0.05093, -1.53104, 1.84614], [-2.04915, 1.72319, 0.81156], [-1.40635, 0.90519, -0.21766], [-0.62863, -0.21239, -0.07756], [0.52375, 1.67711, 1.51584], [1.94166, 0.95199, 0.88937], [1.36838, 0.66727, 2.62780], [0.74444, -1.81224, 2.70803], [-0.73651, -2.25238, 1.56338], [-2.07894, 2.80197, 0.49128], [-3.12087, 1.45414, 0.91088], [-1.58860, 1.58118, 1.78996], [-1.66975, 1.14023, -1.27790], [-0.65580, -1.08112, -0.74244], [3.04709, -2.31591, -4.54025], [2.23242, -2.32948, -5.76620], [2.73921, -1.70755, -5.22980]], "forces_ev_per_a": [[-0.5, -0.1, 0.6], [-0.2, 0.1, 0.5], [0.9, -0.9, 1.0], [-0.2, 1.6, 0.3], [0.6, -2.2, -2.6], [-0.8, 1.5, 0.9], [-0.2, 0.0, -0.1], [0.1, -0.5, 0.2], [0.3, -0.2, -0.8], [-1.2, 0.5, -1.1], [0.7, 0.3, 0.2], [0.2, -0.8, 0.6], [0.5, -0.1, -0.2], [-0.1, 0.3, 0.0], [-0.5, -0.4, 0.9], [0.4, 0.9, -0.6], [0.1, 0.5, 0.0], [-0.1, 0.3, -0.3], [0.0, -0.8, 0.2]]}

=====

(3)
{"formula": "C6H12O", "method": "ωB97M-V/def2-TZVPD", "lumo_energy_ev": 0.937, "total_energy_ha": -310.9294, "gap_ev": 9.2697, "e_above_lowest_kj_mol": 341.1, "mol_weight_g_mol": 100.2, "charge": 0, "e_homo_ev": -8.33, "species": ["C", "C", "C", "C", "C", "C", "O", "H", "H", "H", "H", "H", "H", "H", "H", "H", "H", "H", "H"], "positions_angstrom": [[2.00991, -0.16987, 0.89825], [1.65178, -0.54680, -0.53997], [0.87646, 0.53128, -1.24700], [-0.21849, 0.32956, -1.97562], [-2.34836, 0.20627, 0.17126], [-1.90034, -0.66094, 1.30817], [-2.09888, 1.45691, 0.51389], [2.59206, -0.96318, 1.37833], [1.10878, 0.00620, 1.49548], [2.60949, 0.74790, 0.92551], [1.07489, -1.48059, -0.55952], [2.58065, -0.74768, -1.09156], [1.26948, 1.54497, -1.14330], [-0.65613, -0.65746, -2.10738], [-0.73512, 1.14666, -2.47260], [-2.78069, -1.23238, 1.62683], [-1.45968, -0.11732, 2.15602], [-1.20217, -1.40087, 0.89647], [-2.37364, 2.00734, -0.23326]], "forces_ev_per_a": [[0.0, 0.0, 0.1], [0.0, -0.1, -0.1], [-0.1, -0.1, -0.2], [0.2, 0.0, 0.1], [0.1, 0.1, 0.4], [-0.1, 0.0, -0.1], [-0.2, -0.2, -0.3], [-0.1, 0.1, 0.0], [0.1, 0.0, -0.1], [-0.1, -0.1, 0.0], [0.1, 0.1, 0.0], [-0.1, 0.1, 0.0], [-0.1, -0.1, 0.0], [0.1, 0.1, 0.1], [0.1, -0.1, 0.1], [0.1, 0.0, 0.0], [0.0, -0.1, -0.1], [-0.1, 0.1, 0.1], [0.0, 0.1, 0.1]]}

=====

(4)
{"formula": "C6H12O", "method": "ωB97M-V/def2-TZVPD", "lumo_energy_ev": [0.685, 0.685], "total_energy_ha": -310.8647, "gap_ev": [7.2075, 7.2068], "e_above_lowest_kj_mol": 510.9, "mol_weight_g_mol": 100.2, "charge": 0, "e_homo_ev": [-6.52, -6.52], "species": ["C", "C", "C", "C", "C", "C", "O", "H", "H", "H", "H", "H", "H", "H", "H", "H", "H", "H", "H"], "positions_angstrom": [[2.39888, 0.30100, 0.72766], [1.61596, -0.24494, -0.46476], [0.37488, 0.52237, -0.79100], [-0.85698, -0.15123, -1.25789], [-1.12171, -0.30016, 0.20485], [-2.50479, -0.69406, 0.63009], [-0.80842, 1.16348, 0.58782], [3.31524, -0.27741, 0.87994], [1.80580, 0.22717, 1.64594], [2.68377, 1.34849, 0.57538], [1.35780, -1.29363, -0.30468], [2.25295, -0.16511, -1.36346], [0.55853, 1.56442, -1.06230], [-0.65975, -1.11013, -1.74814], [-1.52011, 0.48282, -1.87360], [-3.29747, -0.07781, 0.16306], [-2.63129, -0.63966, 1.71829], [-2.68364, -1.73794, 0.34194], [-0.27966, 1.08233, 1.39085]], "forces_ev_per_a": [[0.0, 0.0, 0.1], [-0.1, -0.1, 0.1], [0.2, 0.1, -0.4], [0.2, 0.0, 0.0], [-0.4, -0.1, 0.0], [-0.1, 0.0, 0.1], [0.2, -0.1, 0.2], [-0.1, 0.1, 0.0], [0.1, 0.0, -0.1], [-0.1, -0.1, 0.0], [0.0, 0.1, 0.0], [-0.1, 0.1, 0.1], [0.0, -0.2, 0.0], [0.0, 0.1, 0.1], [0.0, -0.1, 0.1], [0.1, 0.0, 0.0], [0.1, 0.0, -0.2], [0.0, 0.2, 0.0], [-0.1, 0.1, -0.1]]}

=====

(5)
{"formula": "C6H12O", "method": "ωB97M-V/def2-TZVPD", "lumo_energy_ev": 0.991, "total_energy_ha": -310.9530, "gap_ev": 10.2225, "e_above_lowest_kj_mol": 279.1, "mol_weight_g_mol": 100.2, "charge": 0, "e_homo_ev": -9.23, "smiles": "CCC/C=C\\CO", "species": ["C", "C", "C", "C", "O", "C", "C", "H", "H", "H", "H", "H", "H", "H", "H", "H", "H", "H", "H"], "positions_angstrom": [[-1.44725, 0.98239, 1.97603], [-0.09500, 0.29442, 1.60703], [0.20823, -1.16470, 0.95515], [1.21698, 0.11020, -1.56250], [0.77737, 1.44454, -1.37075], [-0.02324, -0.79816, -1.59942], [-0.49680, -1.40362, -0.38784], [-1.52421, 1.33773, 2.90182], [-1.76099, 1.72634, 1.25898], [-2.29383, 0.20030, 1.93518], [0.33782, 0.20886, 2.64009], [0.39054, 1.14655, 1.12853], [1.33127, -1.33748, 0.92502], [-0.12112, -1.90030, 1.70829], [1.96302, -0.31322, -0.81731], [1.68675, 0.07027, -2.58183], [-0.18197, 1.53363, -1.18264], [-0.67579, -0.66550, -2.53570], [-1.54800, -1.68672, -0.34511]], "forces_ev_per_a": [[-2.1, -4.6, -4.6], [0.9, 0.3, 1.9], [-0.3, 0.6, 0.3], [-0.5, -1.8, -1.1], [0.0, 0.7, 0.4], [-1.6, -0.8, 2.9], [1.4, 3.1, -3.0], [0.3, 1.6, 3.8], [0.1, 0.3, -0.2], [1.0, 1.0, 0.0], [0.3, 0.0, -1.0], [0.9, -0.8, -0.4], [-1.4, 0.6, -0.2], [-0.2, 0.2, -0.4], [-0.9, 1.1, -0.6], [-0.1, 0.1, 0.9], [1.0, -0.7, -0.1], [0.9, -0.7, 1.6], [0.3, -0.5, -0.1]]}

=====

(6)
{"formula": "C6H12O", "method": "ωB97M-V/def2-TZVPD", "lumo_energy_ev": 0.808, "total_energy_ha": -310.9065, "gap_ev": 9.4167, "e_above_lowest_kj_mol": 401.1, "mol_weight_g_mol": 100.2, "charge": 0, "e_homo_ev": -8.61, "species": ["C", "C", "C", "C", "C", "C", "O", "H", "H", "H", "H", "H", "H", "H", "H", "H", "H", "H", "H"], "positions_angstrom": [[-1.06775, 0.71146, -1.46867], [-1.53115, -0.04999, -0.22161], [-0.48389, -0.06246, 0.87132], [-0.40470, 0.91033, 1.77619], [0.50452, -1.21499, 0.84820], [1.47159, -1.04064, -0.30041], [1.29133, -2.05903, -1.11883], [-0.14724, 0.28446, -1.88152], [-0.85872, 1.75736, -1.22226], [-1.83489, 0.68624, -2.25003], [-1.78870, -1.08124, -0.49716], [-2.44807, 0.41199, 0.16242], [-1.11244, 1.73699, 1.77777], [0.37412, 0.92835, 2.53435], [2.63018, 2.04420, 0.22045], [-0.02753, -2.17858, 0.80477], [1.10992, -1.18138, 1.76326], [2.41758, 1.34492, 0.06283], [1.90585, -1.94800, -1.86108]], "forces_ev_per_a": [[0.0, 0.0, -0.1], [-0.1, 0.0, 0.0], [0.0, 0.2, 0.1], [0.0, -0.1, -0.1], [0.1, 0.0, 0.0], [-0.3, -0.3, 0.1], [0.2, 0.2, -0.1], [-0.1, 0.1, 0.1], [0.0, -0.1, 0.0], [0.1, 0.0, 0.1], [0.0, 0.1, 0.1], [0.1, -0.1, 0.0], [0.1, -0.1, 0.0], [-0.1, 0.0, -0.1], [0.0, 0.0, 0.0], [0.1, 0.1, 0.0], [-0.1, 0.0, -0.1], [0.1, 0.1, 0.0], [-0.1, -0.1, 0.1]]}